<1>
Formula: C5H13N2
Source: the Open Molecules 2025 dataset
Level of theory: ωB97M-V with the def2-TZVPD basis set

Each line ends with the Löwdin charge.
Positions of all 20 atoms, in Å:
C: -1.824 -1.358 -0.448  -0.054
C: -0.985 -1.045 0.795  -0.471
C: -0.179 0.252 0.664  -0.162
C: 0.878 0.212 -0.381  -0.050
C: 1.898 1.107 -0.296  -0.071
N: 2.377 1.738 -1.567  0.185
N: -1.655 -0.963 2.089  0.029
H: -2.731 -0.749 -0.415  0.085
H: -2.121 -2.403 -0.411  0.082
H: -1.309 -1.136 -1.381  0.064
H: -0.326 -1.902 0.975  0.136
H: 0.207 0.519 1.653  0.137
H: -0.878 1.046 0.375  0.141
H: 1.021 -0.636 -1.052  0.140
H: 2.542 1.271 0.553  0.133
H: 2.396 1.170 -2.424  0.177
H: 3.355 2.029 -1.455  0.170
H: 1.810 2.562 -1.767  0.171
H: -2.388 -1.649 2.230  0.083
H: -2.088 -0.062 2.265  0.075

## Properties
net charge: +1
multiplicity: 1
structure (SMILES): C[C@H](N)C/C=C/[NH3+]
orbital gap: 7.8218 eV

---

<2>
Formula: C5H13N2
Source: the Open Molecules 2025 dataset
Level of theory: ωB97M-V with the def2-TZVPD basis set

Each line ends with the Löwdin charge.
Positions of all 20 atoms, in Å:
C: -1.570 -1.423 -1.606  -0.096
C: -1.160 -0.820 -0.267  -0.277
C: -0.869 0.644 -0.191  -0.220
C: 0.496 1.046 -0.747  -0.086
N: 1.647 0.354 0.043  0.111
C: 1.868 0.434 1.318  -0.112
N: 0.960 0.311 2.350  0.151
H: -0.933 -1.068 -2.445  0.076
H: -1.276 -2.486 -1.597  0.082
H: -2.622 -1.333 -1.848  0.078
H: -2.109 -0.872 0.285  0.116
H: -0.482 -1.489 0.271  0.110
H: -0.943 0.932 0.842  0.084
H: -1.627 1.277 -0.672  0.138
H: 0.649 0.696 -1.769  0.117
H: 0.636 2.161 -0.814  0.145
H: 2.452 0.190 -0.552  0.162
H: 2.933 0.352 1.623  0.168
H: 0.421 1.123 2.656  0.136
H: 1.530 -0.029 3.120  0.117

## Properties
net charge: +1
multiplicity: 1
structure (SMILES): CCCCNC=[NH2+]
orbital gap: 10.0097 eV

---

Stability summary: most stable <2>, least stable <1>.

---

<1>
Formula: C5H13N2
Source: the Open Molecules 2025 dataset
Level of theory: ωB97M-V with the def2-TZVPD basis set

Each line ends with the Löwdin charge.
Positions of all 20 atoms, in Å:
C: -0.546 0.961 -1.042  0.014
C: -0.172 0.005 0.004  -0.473
C: 0.106 -1.469 -0.402  0.029
C: -2.640 0.242 0.659  -0.029
C: 2.361 0.427 -0.035  -0.041
N: -1.291 0.757 0.326  -0.065
N: 1.150 0.440 0.755  0.052
H: -0.408 2.059 -1.100  0.130
H: -1.109 0.633 -1.902  0.117
H: 0.344 -2.054 0.529  0.111
H: 0.969 -1.438 -1.026  0.068
H: -0.751 -1.962 -0.817  0.086
H: -2.795 -0.768 0.390  0.063
H: -2.632 0.594 1.700  0.095
H: -3.413 0.877 0.080  0.124
H: 3.029 -0.538 -0.032  0.152
H: 2.088 0.714 -1.050  0.108
H: 3.028 1.094 0.499  0.102
H: 0.957 1.433 0.887  0.168
H: 1.256 -0.023 1.664  0.188

## Properties
net charge: +1
multiplicity: 1
structure (SMILES): C[NH2+][C@]1(C)CN1C
orbital gap: 10.8837 eV

---

<2>
Formula: C5H13N2
Source: the Open Molecules 2025 dataset
Level of theory: ωB97M-V with the def2-TZVPD basis set

Each line ends with the Löwdin charge.
Positions of all 20 atoms, in Å:
C: -0.602 -0.946 -0.388  -0.094
C: -2.003 -0.664 -0.016  -0.004
C: 0.575 0.083 -0.057  -0.593
C: 1.856 -0.649 -0.490  -0.041
C: 0.580 0.340 1.451  -0.036
N: -2.393 0.557 -0.097  0.241
N: 0.464 1.389 -0.745  0.068
H: -0.297 -1.910 0.020  0.131
H: -0.601 -1.061 -1.481  0.150
H: -2.677 -1.447 0.309  0.158
H: 2.001 -1.579 0.050  0.091
H: 2.723 -0.018 -0.302  0.096
H: 1.824 -0.872 -1.554  0.089
H: -0.299 0.904 1.752  0.079
H: 1.461 0.914 1.730  0.096
H: 0.605 -0.589 2.011  0.095
H: -3.334 0.867 0.116  0.160
H: -1.672 1.252 -0.352  0.128
H: 0.791 1.338 -1.703  0.094
H: 0.999 2.091 -0.253  0.092

## Properties
net charge: +1
multiplicity: 1
structure (SMILES): CC(C)(N)CC=[NH2+]
orbital gap: 9.1753 eV

---

Stability summary: most stable <2>, least stable <1>.

---

<1>
Formula: C5H13N2
Source: the Open Molecules 2025 dataset
Level of theory: ωB97M-V with the def2-TZVPD basis set

Each line ends with the Löwdin charge.
Positions of all 20 atoms, in Å:
C: 1.693 -0.679 0.674  -0.150
C: 0.451 -1.243 0.043  -0.134
C: -0.262 -0.350 -1.001  -0.329
C: -0.893 -0.713 -2.106  0.087
C: -1.805 1.150 0.182  -0.033
N: -0.371 0.993 -0.357  -0.099
N: 1.403 0.522 1.537  0.139
H: 1.967 -1.424 1.449  0.136
H: 2.506 -0.562 -0.029  0.139
H: -0.273 -1.492 0.836  0.134
H: 0.583 -2.164 -0.524  0.129
H: -1.750 -0.246 -2.589  0.084
H: -0.508 -1.518 -2.714  0.076
H: -2.600 0.639 -0.373  0.088
H: -1.704 0.753 1.189  0.074
H: -1.973 2.223 0.081  0.089
H: -0.267 1.610 -1.166  0.123
H: 2.224 1.028 1.866  0.163
H: 0.716 0.395 2.270  0.153
H: 0.862 1.079 0.731  0.133

## Properties
net charge: +1
multiplicity: 1
structure (SMILES): C=C(CC[NH3+])NC
orbital gap: 10.2486 eV

---

<2>
Formula: C5H13N2
Source: the Open Molecules 2025 dataset
Level of theory: ωB97M-V with the def2-TZVPD basis set

Each line ends with the Löwdin charge.
Positions of all 20 atoms, in Å:
C: 0.248 1.118 -1.392  -0.138
C: -0.378 1.277 -0.077  -0.200
C: 0.001 0.118 0.768  -0.351
C: -0.619 -1.091 0.842  -0.107
N: -0.009 -2.211 1.506  0.102
C: 1.337 0.340 1.459  -0.035
N: -0.673 0.456 -2.476  0.193
H: 1.046 0.324 -1.420  0.153
H: 0.647 2.073 -1.710  0.131
H: -1.574 1.371 -0.153  0.180
H: -0.051 2.084 0.521  0.107
H: -1.501 -1.335 0.218  0.116
H: -0.318 -3.095 1.415  0.041
H: 0.880 -2.093 1.830  0.032
H: 1.923 1.077 0.913  0.085
H: 1.882 -0.538 1.422  0.040
H: 1.032 0.654 2.513  0.134
H: -1.318 -0.104 -2.062  0.085
H: -0.094 0.075 -3.263  0.185
H: -1.311 1.228 -3.033  0.248

## Properties
net charge: +1
multiplicity: 1
structure (SMILES): C/C(=C\N)CC[NH3+]
orbital gap: 7.4833 eV

---

<3>
Formula: C5H13N2
Source: the Open Molecules 2025 dataset
Level of theory: ωB97M-V with the def2-TZVPD basis set

Each line ends with the Löwdin charge.
Positions of all 20 atoms, in Å:
C: 0.819 -0.080 0.948  0.347
N: 4.613 -0.102 -0.483  0.032
C: -0.435 0.583 0.703  -0.356
N: -0.601 0.824 -0.820  0.109
C: -1.504 -0.275 -1.291  -0.154
C: -2.468 -0.515 -0.098  -0.133
C: -1.636 -0.291 1.203  -0.071
H: 1.552 0.484 1.528  0.129
H: 0.883 -1.164 0.889  0.130
H: 3.711 -0.360 -0.164  -0.044
H: 5.377 -0.436 0.071  0.011
H: -0.522 1.577 1.146  0.152
H: 0.359 0.574 -1.102  0.108
H: 4.764 0.806 -0.886  0.013
H: -0.989 -1.211 -1.530  0.126
H: -2.123 0.015 -2.127  0.126
H: -3.251 0.231 -0.142  0.118
H: -2.830 -1.536 -0.040  0.120
H: -2.270 0.143 1.966  0.132
H: -1.110 -1.241 1.325  0.105

## Properties
net charge: +1
multiplicity: 1
orbital gap: 4.6725 eV

---

<4>
Formula: C5H13N2
Source: the Open Molecules 2025 dataset
Level of theory: ωB97M-V with the def2-TZVPD basis set

Each line ends with the Löwdin charge.
Positions of all 20 atoms, in Å:
C: -2.925 -0.967 -0.078  -0.037
C: 1.678 -1.311 -0.031  -0.023
C: 3.131 0.756 0.139  -0.025
C: -2.425 1.438 -0.266  0.166
C: 1.760 0.238 0.061  -0.438
N: -2.696 0.386 0.397  -0.040
N: 0.663 0.838 -0.103  0.111
H: -2.124 -1.747 0.368  0.150
H: -4.014 -1.314 0.220  0.146
H: 2.226 -1.681 0.755  0.047
H: 0.783 -1.762 0.100  0.020
H: 2.227 -1.683 -0.925  0.110
H: 3.747 0.400 -0.558  0.047
H: 3.443 0.508 1.058  0.051
H: 3.310 1.889 0.161  0.130
H: -2.042 1.251 -1.298  0.139
H: -2.731 2.363 0.160  0.119
H: 0.911 1.821 -0.187  0.051
H: -3.131 0.410 1.306  0.163
H: -2.869 -0.850 -1.211  0.112

## Properties
net charge: +1
multiplicity: 1
orbital gap: 8.5101 eV

---

Stability summary: most stable <1>, least stable <3>.